Record 1
Here is C29H26ClF3FeN7S as an isolated structure at a distorted geometry from the OMol25 dataset. Energies are from the ωB97M-V functional and the def2-TZVPD basis.

Values from the calculation:
* F_max: 4.75 eV/Å
* energy: -3925.1157 Eh
* expectation value of S²: 8.792
* highest occupied orbital energy (alpha / beta): -12.521 / -12.515 eV
* frontier orbital gap (alpha / beta): 7.09 / 4.85 eV
* relative energy (zero: lowest compared OMol25 entry of this formula, charge and spin): 16.6 kcal/mol
* LUMO (alpha / beta): -5.433 / -7.670 eV

ORCA input file:
```
! RIJCOSX wB97M-V def2-TZVPD def2/J DEFGRID3
* xyz 2 6
Fe -17.94952 -3.62361 3.67979
C -18.03675 0.02874 8.22645
C -16.80438 -0.62020 7.60938
C -17.20021 -1.98020 7.15797
N -17.36633 -2.18307 5.88275
N -17.91922 -3.42380 5.64219
C -18.27935 -4.06739 6.75630
N -18.99114 -5.16368 6.70401
S -17.86877 -3.19210 8.17595
H -17.75765 0.99984 8.62316
H -18.32112 -0.53523 9.10092
H -18.87832 0.26313 7.52429
H -16.05802 -0.49188 8.36772
H -16.47491 -0.11324 6.72068
H -18.99159 -5.62865 5.81548
H -18.96044 -5.84081 7.49808
Cl -20.82412 -4.67374 3.52715
C -20.34889 -4.71902 1.87060
C -21.25990 -4.41836 0.92352
C -20.78875 -4.23592 -0.40008
C -19.46015 -4.41209 -0.76548
C -18.54112 -4.81615 0.26073
C -18.96803 -4.96879 1.60216
C -18.10274 -5.49765 2.67298
H -22.30905 -4.29830 1.37864
H -21.48964 -3.70862 -1.15144
H -19.16274 -4.34998 -1.78382
H -17.47836 -5.00873 0.00623
H -17.14638 -5.86775 2.30814
H -18.48272 -5.98889 3.61508
N -22.30200 0.70458 0.50306
C -23.57185 1.19247 0.32341
C -24.22102 1.80916 -0.79684
C -25.46442 2.24351 -0.63107
C -26.13663 1.97742 0.62111
C -25.63066 1.23987 1.64217
C -24.29368 0.80267 1.45677
N -23.47203 0.16690 2.38101
C -22.31909 0.13888 1.75320
C -21.11168 -0.48554 2.19142
C -19.96532 -0.65806 1.41075
C -18.90545 -1.32381 1.86276
N -18.94521 -1.75113 3.09704
C -19.94933 -1.44616 3.95698
C -21.05511 -0.77412 3.55101
H -21.49232 1.01723 0.01924
H -23.65068 2.09322 -1.67474
H -25.98583 2.83367 -1.39008
H -27.17982 2.46910 0.73202
H -26.06402 1.01300 2.57393
H -19.81653 -0.25969 0.39653
H -18.00808 -1.62823 1.38606
H -19.93353 -1.70803 4.97551
H -21.93154 -0.57236 4.11369
F -11.08696 -2.97170 1.26654
C -11.52495 -2.74098 2.55580
F -11.18795 -1.45350 2.87301
F -10.97773 -3.50554 3.39635
C -13.08740 -2.87008 2.60024
C -13.65764 -4.06874 2.46434
C -14.97511 -4.22884 2.76781
N -15.81339 -3.23898 3.21217
C -15.20341 -2.02104 3.35246
C -13.86259 -1.82382 3.00343
H -13.14593 -4.91008 2.09558
H -15.39486 -5.23652 2.59105
H -15.84773 -1.23373 3.82451
H -13.50102 -0.83243 3.21495
*
```

Record 2
Here is a 2-piece molecular cluster, C29H26F6N overall at a distorted geometry from the OMol25 dataset. Energies are from the ωB97M-V functional and the def2-TZVPD basis.

Values from the calculation:
* F_max: 1.78 eV/Å
* energy: -1774.3571 Eh
* highest occupied orbital energy: -10.983 eV
* frontier orbital gap: 5.21 eV
* LUMO: -5.771 eV

ORCA input file:
```
! RIJCOSX wB97M-V def2-TZVPD def2/J DEFGRID3
* xyz 1 1
F -0.86737 -5.07162 -5.02608
C 0.21064 -4.24501 -5.17128
F 1.33150 -5.02709 -5.07986
F 0.17024 -3.75550 -6.45210
C 0.21452 -3.12159 -4.17014
C 1.35905 -2.33360 -4.02436
C 1.33399 -1.25106 -3.15854
C 0.17568 -0.97868 -2.37607
C 0.15506 0.03727 -1.34705
C -0.83147 1.06089 -1.34404
C -1.96514 1.07043 -2.21111
C -2.96435 2.01295 -2.07070
C -2.80841 3.02770 -1.12899
C -3.86982 4.08380 -1.05224
F -3.67369 4.96822 -0.03273
F -3.91010 4.80971 -2.21871
F -5.11819 3.54001 -0.87915
C -1.67792 3.11085 -0.31817
C -0.68774 2.15392 -0.43904
C -0.97242 -1.78396 -2.57571
C -0.94709 -2.85875 -3.45050
H 2.26423 -2.57149 -4.58185
H 2.19241 -0.57154 -3.10747
H 1.08833 0.29053 -0.84216
H -2.07294 0.31399 -2.98686
H -3.86391 1.96452 -2.68402
H -1.57679 3.92314 0.39770
H 0.22778 2.24216 0.15280
H -1.89238 -1.56416 -2.02646
H -1.82535 -3.48686 -3.56949
C -1.77347 1.01421 4.34587
C -1.99592 -0.49200 4.50366
C -1.20353 -1.16084 3.36671
N -0.24092 -0.15170 2.93043
C 0.68368 -0.40884 1.93683
C 0.42750 -1.22498 0.83657
C 1.53271 -2.05307 0.29452
C 2.79866 -1.20663 0.03600
C 2.95016 -0.03930 0.96149
C 2.02745 0.20593 2.01084
C 2.41610 1.06516 3.05675
C 3.49980 1.92288 2.87886
C 4.27450 1.84468 1.70413
C 4.03083 0.82866 0.78130
C -0.66867 1.19776 3.29103
H -2.68919 1.51029 4.01261
H -1.46389 1.47256 5.28765
H -1.60641 -0.84073 5.46474
H -3.05297 -0.76146 4.45079
H -0.69109 -2.08410 3.69277
H -1.88225 -1.43791 2.53781
H -0.59918 -1.55165 0.67697
H 1.84114 -2.82893 1.02283
H 1.20380 -2.57123 -0.61028
H 3.68221 -1.86223 0.13605
H 2.82443 -0.86740 -1.00807
H 1.86103 1.06079 3.99756
H 3.73531 2.66195 3.64888
H 5.09495 2.54578 1.54075
H 4.68178 0.69607 -0.08691
H -1.06178 1.72764 2.40305
H 0.16488 1.79948 3.67215
*
```